Record 1
{"formula": "C2HCl2NO", "method": "the ωB97M-V functional and the def2-TZVPD basis", "e_tot_ev": -30671.479, "de_lowest_kcal_mol": 11.9, "homo_ev": -11.79, "gap_ev": 10.3, "species": ["C", "C", "N", "O", "Cl", "Cl", "H"], "xyz": [[0.5584, -0.0682, -2.5586], [-0.7608, -0.0691, -3.0971], [1.6427, 0.0102, -2.1514], [-1.4110, -1.0375, -3.2787], [0.3898, -1.1362, 0.5962], [-1.3683, 1.6137, -3.3294], [0.7795, -1.1715, -0.5415]], "atomic_forces_ev_per_a": [[2.8, 0.6, 0.6], [-1.7, 0.6, -0.1], [-1.5, -0.2, -0.7], [0.1, 0.2, -0.2], [-1.1, 0.0, 3.0], [0.4, -1.0, 0.0], [1.1, -0.2, -2.6]]}


Record 2
{"formula": "C2HCl2NO2", "method": "the ωB97M-V functional and the def2-TZVPD basis", "e_tot_ev": -32714.984, "de_lowest_kcal_mol": 38.7, "homo_ev": -10.99, "gap_ev": 8.9, "species": ["C", "C", "N", "O", "O", "Cl", "Cl", "H"], "xyz": [[-1.5330, 0.0127, 0.6087], [-0.3715, -0.4126, -0.1090], [-2.3584, 0.3989, 1.2700], [1.9919, -0.3814, 0.2753], [0.6245, -0.3712, 0.7741], [0.1431, 1.6758, -0.9684], [-0.5394, -1.3587, -1.4950], [2.0428, 0.4363, -0.3557]], "atomic_forces_ev_per_a": [[1.5, -1.0, -1.3], [1.6, 3.2, -0.5], [-2.2, 0.8, 1.6], [-1.0, 0.7, -1.2], [1.1, -0.9, -0.2], [-0.5, -1.2, 0.1], [0.3, -0.4, 0.3], [-0.8, -1.2, 1.3]]}


Record 3
{"formula": "C2HCl2NO4ReSbSe4", "method": "the ωB97M-V functional and the def2-TZVPD basis", "charge": 2, "e_tot_ev": -306845.808, "homo_ev": -16.82, "gap_ev": 6.4, "species": ["Re", "Se", "Sb", "Se", "Se", "Se", "Cl", "C", "Cl", "C", "O", "O", "H", "O", "N", "O"], "xyz": [[0.3053, 0.2284, 0.3114], [0.2113, -1.9146, -4.0637], [2.0997, -1.7188, -2.8369], [1.4649, 1.1018, -1.3557], [0.7674, -2.0913, 0.1723], [4.2661, -1.8822, -2.2027], [-0.6448, 2.2075, 1.4160], [-2.2657, 1.9005, 0.5773], [-2.0212, 2.0013, -1.1427], [-2.5727, 0.4551, 0.9564], [-3.5844, 0.0737, 1.4208], [-1.5128, -0.3616, 0.6765], [-2.9697, 2.6403, 0.9444], [2.3020, -1.8955, 1.3510], [2.4738, -0.8607, 1.9962], [1.6808, 0.1160, 1.7794]], "atomic_forces_ev_per_a": [[0.6, -0.8, 0.2], [-0.3, 0.0, -0.1], [0.2, -0.3, -0.2], [-0.5, 0.1, 0.2], [0.0, 0.2, -0.1], [0.3, 0.0, 0.1], [-0.1, 0.2, 0.0], [0.2, 0.0, 0.1], [-0.3, 0.3, -0.2], [0.0, -0.1, 0.1], [0.0, 0.1, -0.1], [0.1, 0.3, -0.4], [0.0, 0.0, 0.1], [0.1, -0.1, 0.1], [-0.2, 0.1, -0.1], [0.1, 0.1, 0.1]]}


Record 4
{"formula": "C2HCl2NS", "method": "the ωB97M-V functional and the def2-TZVPD basis", "e_tot_ev": -39456.200, "de_lowest_kcal_mol": 75.0, "homo_ev": -9.07, "gap_ev": 7.8, "species": ["C", "C", "N", "S", "Cl", "Cl", "H"], "xyz": [[1.3013, 0.1719, -0.0784], [-0.9738, -0.4377, 0.9790], [0.1526, 0.0047, 0.4469], [-2.5473, -0.4473, 0.3824], [1.9135, -1.1233, -1.0605], [2.9793, 1.3437, -0.0867], [-2.8257, 0.4879, -0.5827]], "atomic_forces_ev_per_a": [[-0.5, -1.1, 0.3], [2.7, 0.5, -1.6], [0.6, 1.5, 0.1], [-0.2, 0.2, 0.6], [-0.2, -0.2, -0.1], [-3.2, -0.8, 0.8], [0.8, -0.1, -0.1]]}


Record 5
{"formula": "C2HCl2O2P", "method": "the ωB97M-V functional and the def2-TZVPD basis", "e_tot_ev": -40515.074, "de_lowest_kcal_mol": 80.7, "homo_ev": -9.21, "gap_ev": 8.9, "species": ["C", "C", "O", "O", "P", "Cl", "Cl", "H"], "xyz": [[-0.5494, 0.2496, 0.7822], [0.6952, 0.0000, -0.1573], [0.5606, -1.0884, -0.8742], [-0.9156, -1.3487, -1.0425], [-1.8142, -0.6009, 0.0755], [-0.2494, 1.3442, 1.9980], [0.6613, 1.4115, -1.2507], [1.6114, 0.0327, 0.4691]], "atomic_forces_ev_per_a": [[0.8, -1.8, -2.1], [-0.9, 2.3, 2.3], [-0.9, -2.6, -0.6], [1.1, -0.1, -0.5], [0.1, 0.8, 1.4], [-0.4, 0.6, 0.9], [0.6, 1.1, -0.6], [-0.3, -0.3, -0.8]]}


Record 6
{"formula": "C2HCl3FN", "method": "the ωB97M-V functional and the def2-TZVPD basis", "e_tot_ev": -43861.737, "de_lowest_kcal_mol": 56.5, "homo_ev": -10.80, "gap_ev": 10.4, "species": ["C", "C", "N", "F", "Cl", "Cl", "Cl", "H"], "xyz": [[-0.0228, -0.0321, -0.4722], [-0.1140, 0.4028, 0.9271], [0.2339, -1.3559, -0.8788], [0.2715, -1.5153, -2.2118], [-0.2127, 1.3042, -1.6510], [-0.3236, -1.0179, 1.9583], [1.3627, 1.3710, 1.2598], [-1.1950, 0.8431, 1.0686]], "atomic_forces_ev_per_a": [[1.1, -4.4, -4.6], [-2.1, -0.3, 0.5], [-1.2, 5.5, 3.3], [0.0, 0.6, -0.7], [0.1, -1.4, 1.0], [0.6, -0.2, 0.5], [-1.0, -0.2, 0.3], [2.6, 0.4, -0.3]]}


Record 7
{"formula": "C2HCl3O2S4", "method": "the ωB97M-V functional and the def2-TZVPD basis", "e_tot_ev": -87091.452, "homo_ev": -9.56, "gap_ev": 8.7, "species": ["C", "C", "O", "O", "S", "S", "S", "S", "Cl", "Cl", "Cl", "H"], "xyz": [[-0.1310, 1.1303, 2.0415], [0.1849, -0.3635, -2.1282], [1.8855, -1.6756, -0.5259], [-0.4574, -1.5527, 0.1982], [0.3584, 2.0699, 3.2411], [-1.6306, 0.3373, 1.7984], [1.0998, 0.8777, 0.5596], [0.6847, -0.9275, -0.3882], [-1.1708, 0.7128, -1.9543], [-0.2328, -1.8408, -2.9590], [1.5782, 0.4287, -2.8209], [-2.1688, 0.8035, 2.9376]], "atomic_forces_ev_per_a": [[0.7, -0.4, -1.3], [0.3, -0.2, 0.8], [0.5, 0.2, -0.2], [-0.2, 0.0, -0.1], [0.2, 0.0, -0.2], [-0.3, 0.0, 0.2], [-0.5, 0.4, 1.4], [-0.4, -0.3, 0.0], [-0.3, 0.1, -0.2], [0.0, 0.0, -0.2], [0.0, 0.1, -0.2], [0.0, 0.1, 0.0]]}


Record 8
{"formula": "C2HCl3O3", "method": "the ωB97M-V functional and the def2-TZVPD basis", "e_tot_ev": -45796.133, "de_lowest_kcal_mol": 78.7, "homo_ev": -10.61, "gap_ev": 11.0, "species": ["C", "C", "O", "O", "O", "Cl", "Cl", "Cl", "H"], "xyz": [[1.1641, 0.6164, 0.0439], [2.3785, -0.3706, 0.2902], [0.8785, 0.4541, 1.4763], [1.9913, -0.3790, 1.6529], [0.1454, 0.1100, -0.6211], [1.5770, 2.2885, -0.3832], [2.0834, -1.9612, -0.4674], [3.9242, 0.2396, -0.2506], [0.3504, 0.2116, -1.5676]], "atomic_forces_ev_per_a": [[0.6, -0.4, 2.4], [-1.3, 0.2, -0.4], [-0.9, 1.4, -1.6], [2.6, -1.1, -0.1], [-0.8, 0.2, -1.5], [-0.2, -0.3, 0.0], [0.3, 0.2, 0.3], [0.2, -0.2, 0.8], [-0.4, -0.1, 0.1]]}


Record 9
{"formula": "C2HCl3OS", "method": "the ωB97M-V functional and the def2-TZVPD basis", "e_tot_ev": -52538.731, "de_lowest_kcal_mol": 13.9, "homo_ev": -9.50, "gap_ev": 9.7, "species": ["C", "C", "O", "S", "Cl", "Cl", "Cl", "H"], "xyz": [[0.1597, 0.4055, -1.0945], [-0.1216, -0.7120, 0.3032], [-0.6542, 0.8363, -1.8209], [0.5685, 0.1582, 1.7768], [1.0049, -2.0906, 0.0562], [-1.8205, -1.1089, 0.4459], [-0.3405, 1.8352, 1.5823], [1.2038, 0.6763, -1.2490]], "atomic_forces_ev_per_a": [[-0.2, -1.4, 1.5], [1.1, 2.0, -1.6], [-1.0, -0.3, 0.2], [0.9, -2.5, -0.5], [-0.7, 0.4, 0.1], [0.4, -0.1, -0.2], [-1.3, 2.2, -0.1], [0.7, -0.4, 0.6]]}


Record 10
{"formula": "C2HCl5", "method": "the ωB97M-V functional and the def2-TZVPD basis", "e_tot_ev": -64702.011, "de_lowest_kcal_mol": 6.2, "homo_ev": -10.99, "gap_ev": 11.5, "species": ["C", "C", "Cl", "Cl", "Cl", "Cl", "Cl", "H"], "xyz": [[0.4179, -0.5697, 0.0441], [1.7341, 0.1213, -0.0151], [0.3733, -1.6659, -1.4131], [0.2133, -1.6361, 1.4614], [3.0634, -1.0511, -0.0406], [1.8600, 1.1797, -1.4532], [1.9292, 1.1135, 1.4374], [-0.3455, 0.0907, -0.0971]], "atomic_forces_ev_per_a": [[1.3, -3.6, -0.9], [1.7, 0.6, 0.4], [-0.5, 0.4, 0.3], [-0.1, 0.8, -0.3], [0.2, 0.1, 0.0], [-0.3, -0.3, 0.4], [-0.1, 0.3, 0.1], [-2.2, 1.7, 0.1]]}


Record 11
{"formula": "C2HClF2O2", "method": "the ωB97M-V functional and the def2-TZVPD basis", "e_tot_ev": -24136.818, "de_lowest_kcal_mol": 134.6, "homo_ev": -10.48, "gap_ev": 9.9, "species": ["C", "C", "O", "O", "F", "F", "Cl", "H"], "xyz": [[1.1670, -0.7107, -0.8934], [-0.2114, -0.6191, -0.4006], [1.9611, -1.0949, -1.6475], [1.9235, -0.0582, 0.6861], [-1.1663, -0.8431, -1.2835], [3.2309, -0.1713, 0.2973], [-0.1816, -1.9520, 0.8286], [-0.3477, 0.4775, 0.1532]], "atomic_forces_ev_per_a": [[3.6, 0.5, 2.1], [-0.6, 2.1, 2.6], [-1.7, 0.6, 0.4], [-2.2, -0.7, -2.5], [-0.4, 0.0, -0.7], [1.5, 0.0, -0.1], [-0.5, 0.5, -0.4], [0.3, -3.0, -1.4]]}


Record 12
{"formula": "C2HClF2S", "method": "the ωB97M-V functional and the def2-TZVPD basis", "e_tot_ev": -30880.280, "de_lowest_kcal_mol": 40.8, "homo_ev": -8.83, "gap_ev": 7.4, "species": ["C", "C", "F", "F", "S", "Cl", "H"], "xyz": [[1.0125, -1.3930, -0.8775], [1.2229, -0.2115, -0.3338], [1.9228, 0.7103, -0.9504], [0.9886, 0.2028, 0.9570], [0.7860, -2.7492, -1.6056], [-3.2363, 1.9757, 0.8249], [-2.6966, 1.4649, 1.9853]], "atomic_forces_ev_per_a": [[-0.2, 0.3, 0.5], [0.1, 0.0, 1.5], [0.2, 0.5, -0.4], [-0.1, -1.1, -1.8], [0.0, 0.3, 0.2], [1.0, -0.9, 2.1], [-0.9, 0.9, -2.1]]}


Record 13
{"formula": "C2HClFN3", "method": "the ωB97M-V functional and the def2-TZVPD basis", "s_squared": 2.02, "e_tot_ev": -21791.907, "spin_multiplicity": 3, "de_lowest_kcal_mol": 36.3, "homo_ev": [-6.14, -10.01], "gap_ev": [6.8, 7.9], "species": ["C", "C", "N", "N", "N", "F", "Cl", "H"], "xyz": [[-0.7711, 0.9984, -0.0869], [1.1689, -1.4507, 0.3687], [-0.2887, -0.0142, -0.9067], [-0.1795, 0.6079, 1.0050], [0.3868, -0.4409, 0.2506], [1.6717, -1.6225, 1.5843], [-1.8167, 2.2709, -0.3412], [-0.1715, -0.3488, -1.8738]], "atomic_forces_ev_per_a": [[-0.3, 0.2, -1.1], [2.4, -2.5, 1.9], [0.2, -0.5, 0.2], [1.0, -1.0, 0.8], [-3.2, 3.5, -2.2], [0.3, -0.5, -0.3], [-0.2, 0.2, -0.2], [-0.1, 0.6, 1.0]]}


Record 14
{"formula": "C2HClN2O", "method": "the ωB97M-V functional and the def2-TZVPD basis", "e_tot_ev": -19636.718, "de_lowest_kcal_mol": 73.7, "homo_ev": -10.78, "gap_ev": 10.8, "species": ["C", "C", "N", "N", "O", "Cl", "H"], "xyz": [[1.4122, -1.1764, -0.6770], [0.2112, -0.6723, -1.0273], [2.4289, -1.6305, -0.3895], [-0.7614, -0.2335, -1.4922], [-1.7635, 0.1835, -1.9329], [-1.1660, 1.3148, 2.5520], [-0.3616, 2.2144, 2.9669]], "atomic_forces_ev_per_a": [[0.8, -0.4, 0.3], [-1.6, 0.8, -0.7], [0.2, 0.0, 0.1], [1.5, -0.8, 0.7], [-0.9, 0.5, -0.4], [-0.1, -0.1, -0.1], [0.1, 0.1, 0.0]]}


Record 15
{"formula": "C2HClO", "method": "the ωB97M-V functional and the def2-TZVPD basis", "e_tot_ev": -16656.760, "de_lowest_kcal_mol": 44.1, "homo_ev": -10.13, "gap_ev": 8.0, "species": ["C", "C", "O", "Cl", "H"], "xyz": [[-0.4875, -0.0522, 0.0893], [0.3826, 0.0173, -0.7985], [0.9736, 0.0835, -1.7290], [0.6433, 0.1823, 2.0264], [-1.5120, -0.2309, 0.4117]], "atomic_forces_ev_per_a": [[-1.5, 0.1, 7.4], [-2.0, -0.2, 1.8], [4.4, 0.4, -5.4], [-1.6, -0.3, -3.1], [0.7, 0.1, -0.7]]}


Record 16
{"formula": "C2HClO", "method": "the ωB97M-V functional and the def2-TZVPD basis", "e_tot_ev": -16658.436, "de_lowest_kcal_mol": 5.5, "homo_ev": -9.23, "gap_ev": 9.4, "species": ["C", "C", "O", "Cl", "H"], "xyz": [[0.2730, -0.7875, -0.0618], [-0.3587, 0.3601, 0.1158], [0.7997, -1.8225, 0.0660], [0.7513, 1.7041, 0.0261], [-1.4653, 0.5458, -0.1462]], "atomic_forces_ev_per_a": [[-0.2, -1.6, 1.3], [-1.4, 0.6, -1.3], [-0.4, 1.2, -0.7], [-0.1, 0.3, 0.1], [2.1, -0.5, 0.6]]}


Record 17
{"formula": "C2HClO2", "method": "the ωB97M-V functional and the def2-TZVPD basis", "e_tot_ev": -18705.643, "de_lowest_kcal_mol": 26.9, "homo_ev": -10.49, "gap_ev": 11.2, "species": ["C", "C", "O", "O", "Cl", "H"], "xyz": [[-1.6493, 0.5840, 0.4438], [-0.6124, -0.2337, -0.2561], [-1.2275, 1.0051, -0.7059], [-2.4940, 0.8601, 1.2541], [-1.0310, -1.5010, -1.2492], [0.3629, 0.0646, 0.0687]], "atomic_forces_ev_per_a": [[-1.6, -0.7, 1.2], [-0.7, 1.9, 1.9], [-0.4, 2.1, -1.1], [1.5, -0.5, -1.0], [0.2, -1.6, -0.6], [1.0, -1.2, -0.3]]}


Record 18
{"formula": "C2HCoFO", "method": "the ωB97M-V functional and the def2-TZVPD basis", "s_squared": 3.77, "e_tot_ev": -44473.754, "spin_multiplicity": 4, "homo_ev": [-8.42, -8.41], "gap_ev": [7.1, 6.9], "species": ["H", "O", "C", "C", "F", "Co"], "xyz": [[0.9064, -1.3121, 0.4609], [1.3320, -0.2541, -0.1514], [-0.0263, -0.6231, -0.3253], [-0.8332, 0.4305, -0.0730], [-2.1536, 0.1780, 0.2713], [0.7746, 1.5809, -0.1826]], "atomic_forces_ev_per_a": [[-0.9, 1.1, -1.4], [2.1, -0.9, -0.4], [0.1, -0.3, 2.1], [-1.3, -0.8, 0.1], [1.2, 1.0, -0.7], [-1.3, -0.1, 0.3]]}


Record 19
{"formula": "C2HCrFO", "method": "the ωB97M-V functional and the def2-TZVPD basis", "charge": 2, "s_squared": 6.20, "e_tot_ev": -35247.907, "spin_multiplicity": 5, "de_lowest_kcal_mol": 71.5, "homo_ev": [-20.92, -20.91], "gap_ev": [7.3, 8.4], "species": ["H", "O", "C", "C", "F", "Cr"], "xyz": [[1.3383, -0.2041, -1.2959], [0.1761, 0.0155, -1.6773], [0.2239, -0.4854, -0.4645], [-0.2999, -0.0789, 0.6939], [-0.9914, -1.0684, 1.3754], [-0.4470, 1.8213, 1.3685]], "atomic_forces_ev_per_a": [[-1.9, 0.7, -2.7], [4.4, -2.9, 3.8], [-1.7, 3.1, -2.8], [-2.3, -3.6, 1.9], [1.5, 2.3, -0.7], [0.0, 0.3, 0.5]]}


Record 20
{"formula": "C2HF2O2", "method": "the ωB97M-V functional and the def2-TZVPD basis", "charge": -1, "e_tot_ev": -11619.251, "de_lowest_kcal_mol": 27.1, "homo_ev": -1.54, "gap_ev": 4.7, "species": ["C", "C", "O", "O", "F", "F", "H"], "xyz": [[-2.0844, -0.0627, -0.0601], [1.7763, 0.2545, 0.4264], [-2.3502, 1.0327, 0.1594], [-2.1366, -1.1737, -0.3210], [1.8267, -1.1839, 0.4769], [2.2504, 0.4622, -0.9494], [0.7179, 0.6709, 0.2678]], "atomic_forces_ev_per_a": [[-1.4, 0.4, -0.1], [0.8, 1.0, -0.2], [0.6, 1.8, 0.5], [0.9, -2.2, -0.4], [-1.0, 0.3, -0.1], [0.0, 0.0, 0.1], [0.0, -1.4, 0.1]]}